No. 1
DFT (wB97M-V/def2-TZVPD) results for 2 unconnected molecules or ions with the total composition C2HCl4NO3 in a non-equilibrium geometry.

XYZ file:
```
11
Properties=species:S:1:pos:R:3:lowdin_charge:R:1
C -0.53018 -1.84375 -1.36288 -1.1937
C -0.17546 -0.64319 -0.41854 -1.1385
O -0.03632 0.49524 -0.70085 0.0074
O 0.91982 2.68583 2.87037 0.0698
N 0.85120 3.32581 1.82981 -0.1392
O 1.01249 4.52073 1.62204 0.0731
Cl -1.57792 -1.00247 1.06935 0.5064
Cl 1.44225 -1.49693 0.56347 0.5065
Cl -2.05453 -1.41119 -2.11503 0.6304
Cl 0.73105 -1.86723 -2.58156 0.6304
H -0.58239 -2.76284 -0.77620 0.0474
```

## Properties
Total charge: 0
Energy above the lowest of the compared OMol25 structures with the same formula, charge and spin in kJ/mol: 325.4
Gap between HOMO and LUMO (spin up / spin down) in eV: 9.2 / 5.6
E_HOMO (spin up / spin down) in eV: -11.371 / -11.026
DFT total energy in eV: -59805.734
LUMO level (spin up / spin down) in eV: -2.15 / -5.41



No. 2
DFT (wB97M-V/def2-TZVPD) results for 3 unconnected molecules or ions with the total composition C17H22ClF3NS.

XYZ file:
```
45
Properties=species:S:1:pos:R:3:lowdin_charge:R:1
C 0.68180 0.44926 0.26627 0.0168
C -0.11480 -0.68960 0.83552 -0.3916
F -1.43343 -0.36493 0.93679 0.0153
N 0.31693 -1.04551 2.25324 -0.3692
S -0.43466 0.06759 3.44060 0.9617
C 0.12636 -2.51298 2.57037 -0.1785
C 1.36592 -3.31347 2.16128 -0.2366
C 2.29849 -3.56037 3.33258 -0.5182
Cl 2.83314 -1.97306 3.98753 0.6213
H 1.74163 0.38758 0.52782 0.1066
H 0.26155 1.39080 0.63309 0.0863
H 0.59707 0.42580 -0.81985 0.0789
H -0.06160 -1.61482 0.25759 0.1462
H 1.32301 -0.86273 2.30774 0.0670
H 0.72995 0.29181 4.06633 -0.0986
H -0.76976 -2.85276 2.04938 0.1393
H -0.05679 -2.56403 3.64353 0.1087
H 1.06541 -4.26326 1.71084 0.1323
H 1.93699 -2.78002 1.39132 0.1195
H 1.81058 -4.09761 4.14596 0.0884
H 3.19407 -4.09791 3.02733 0.0860
F -3.06678 4.24552 -1.68458 0.0657
C -2.71289 4.28236 -0.38722 -0.2833
C -2.40497 3.09553 0.24787 -0.0219
C -2.03831 3.14018 1.58586 -0.1050
C -1.98590 4.34996 2.26404 -0.0919
C -2.30442 5.52620 1.59849 -0.0723
C -2.67079 5.50092 0.26051 -0.0042
H -2.46344 2.16447 -0.30027 0.1120
H -1.78540 2.21859 2.09306 0.0441
H -1.70323 4.37936 3.30788 0.1012
H -2.27007 6.47178 2.12251 0.1100
H -2.92198 6.40392 -0.27834 0.1231
F 1.02924 -1.91745 -1.79618 0.0099
C 0.97009 -1.71041 -3.15056 -0.2718
C 1.28435 -0.46320 -3.64398 -0.0245
C 1.21464 -0.26838 -5.01701 -0.0691
C 0.83924 -1.30868 -5.85451 -0.0779
C 0.53384 -2.55352 -5.32192 -0.0677
C 0.59865 -2.76690 -3.95211 -0.0159
H 1.58839 0.33380 -2.97890 0.1078
H 1.45941 0.70060 -5.43007 0.1115
H 0.78766 -1.15003 -6.92257 0.1090
H 0.24276 -3.36622 -5.97326 0.1116
H 0.36803 -3.72817 -3.51399 0.1183
```

## Properties
Total charge: +1
Gap between HOMO and LUMO in eV: 8.0
E_HOMO in eV: -11.382
DFT total energy in eV: -50979.148
LUMO level in eV: -3.40



No. 3
DFT (wB97M-V/def2-TZVPD) results for 2 unconnected molecules or ions with the total composition C17H19N in a non-equilibrium geometry.

XYZ file:
```
37
Properties=species:S:1:pos:R:3:lowdin_charge:R:1
C -2.27556 -1.65433 -1.31365 -0.2632
C -2.36298 -2.01554 -2.72148 -0.1391
C -1.88938 -0.23655 -1.16971 -0.1898
C -2.52134 0.60114 -0.25628 -0.0146
C -0.61279 0.45767 -1.50614 -0.0929
C -0.51512 1.70866 -0.71859 -0.1992
C 0.57229 0.18723 -2.20260 -0.0988
C 0.57566 2.59926 -0.87674 -0.0154
C 1.66725 0.94636 -2.38079 -0.1344
C 1.66295 2.18205 -1.71204 -0.1105
N -1.61683 1.68916 0.09284 0.0591
H -3.17631 -1.76806 -0.71063 0.1087
H -1.58585 -2.32253 -0.68277 0.1338
H -3.38093 -1.83622 -3.05883 0.0680
H -3.52151 0.62046 -0.15433 0.0757
H -2.05231 2.32926 0.80567 0.1668
H 0.50934 -0.80616 -2.74307 0.1220
H 0.67196 3.61370 -0.52634 0.0899
H 2.58715 0.97757 -3.08784 0.1362
H 2.46772 2.89480 -1.91306 0.0939
H -1.95336 -2.97293 -3.14499 0.0809
H -1.74471 -1.36484 -3.52811 0.1189
C -0.23382 -0.10023 3.98689 -0.0598
C 1.84006 0.58245 2.52918 -0.0760
C 0.71093 -0.22434 2.80299 -0.2484
C 2.72732 0.36630 1.47458 -0.1284
C 0.50112 -1.26354 1.80779 -0.0357
C 2.62620 -0.72562 0.65688 -0.1104
C 1.45060 -1.48709 0.76770 -0.0904
H 2.23691 1.33059 3.15927 0.0832
H 3.71196 1.05988 1.52318 0.1500
H -0.45262 -0.96648 4.59121 0.0666
H -1.18203 0.14980 3.51418 0.0676
H -0.31737 -2.08481 1.84321 0.1307
H 3.51436 -0.90738 0.04631 0.1067
H 1.25694 -2.26206 0.12446 0.0633
H 0.10413 0.70236 4.68165 0.0850
```

## Properties
Total charge: 0
Energy above the lowest of the compared OMol25 structures with the same formula, charge and spin in kJ/mol: 357.7
SMILES: CCc1c[nH]c2ccccc12.Cc1ccccc1
Gap between HOMO and LUMO in eV: 8.6
E_HOMO in eV: -7.808
DFT total energy in eV: -19424.195
LUMO level in eV: 0.75



No. 4
DFT (wB97M-V/def2-TZVPD) results for 2 unconnected molecules or ions with the total composition C3H5NO in a non-equilibrium geometry.

XYZ file:
```
10
Properties=species:S:1:pos:R:3:lowdin_charge:R:1
O 0.39556 2.69415 0.02928 0.0314
C -0.57937 2.38562 0.52257 0.0009
C -0.42336 -0.68320 -0.18338 -0.3422
C 0.49237 -0.87083 -1.13536 -0.0329
N -0.17825 -0.58559 1.18685 0.0175
H -0.77190 0.07462 1.67080 0.0490
H -1.48173 -0.64238 -0.43637 0.1031
H 0.19529 -1.02400 -2.16642 0.0408
H 1.55526 -0.90882 -0.90673 0.0485
H 0.79612 -0.43958 1.41876 0.0839
```

## Properties
Total charge: 0
Energy above the lowest of the compared OMol25 structures with the same formula, charge and spin in kJ/mol: 88.7
Gap between HOMO and LUMO in eV: 9.6
E_HOMO in eV: -8.485
DFT total energy in eV: -6728.653
LUMO level in eV: 1.09



No. 5
DFT (wB97M-V/def2-TZVPD) results for a molecular structure, C39H60GeN4OP3Ti in a non-equilibrium geometry.

XYZ file:
```
109
Properties=species:S:1:pos:R:3:mulliken_spin:R:1
Ti 12.73737 10.18859 7.98918 1.7404
C 8.94192 10.88143 6.81380 0.0137
C 8.68235 9.88723 8.03966 0.0976
C 8.18604 10.70626 9.24838 0.0485
P 10.35342 8.82975 8.37026 0.2503
C 10.28616 8.04353 10.09521 0.0313
N 11.04346 8.83494 11.09692 -0.0230
Ge 12.25345 10.28568 10.58027 -0.2856
N 14.03221 9.77140 11.32776 0.0070
C 14.88956 8.68210 10.85773 -0.0111
P 14.68630 8.61390 9.01038 0.0298
C 14.36093 6.87448 8.22336 0.0383
C 15.64649 5.99426 8.37313 0.0038
C 13.22975 5.98429 8.73735 0.0581
C 16.44712 8.87714 8.60645 -0.0241
C 17.25958 9.99156 9.32757 0.0020
C 16.61904 9.05293 7.07643 0.0230
C 14.40421 10.50045 12.41368 0.0034
C 15.72328 10.90757 12.69619 -0.0011
C 15.96956 11.92677 13.63493 -0.0008
C 14.96193 12.62388 14.37367 0.0014
C 13.67109 12.13632 14.16718 0.0010
C 13.39088 11.07247 13.24032 0.0011
N 12.11714 10.42189 13.11938 0.0026
C 11.99381 8.96771 13.32359 0.0061
C 12.54445 8.18468 14.35935 -0.0026
C 12.24645 6.89895 14.51215 0.0011
C 11.40473 6.24524 13.60391 -0.0005
C 10.85591 6.94599 12.57326 0.0021
C 11.22872 8.28280 12.32503 0.0130
C 10.79180 11.06750 13.24271 0.0075
C 9.82722 10.74809 14.20560 -0.0001
C 8.96542 11.79232 14.49013 0.0005
C 8.72108 12.85413 13.60720 0.0002
C 9.56953 13.01221 12.50400 0.0030
C 10.56697 12.09135 12.25017 -0.0043
N 11.44240 12.07871 11.17259 -0.0173
C 11.41557 13.13917 10.17667 -0.0144
P 12.36062 12.84411 8.47388 0.2432
C 11.89738 14.07916 7.12631 -0.0171
C 10.34461 14.27287 7.08741 0.0082
C 12.54118 13.50613 5.86471 0.0106
C 13.95015 13.72264 8.88618 -0.0719
C 14.80470 12.87506 9.86767 0.1406
C 13.76295 15.04291 9.62818 0.0005
C 9.82924 7.55588 7.34973 0.5658
C 8.96070 6.45240 7.97398 -0.0064
C 10.05230 7.53582 5.91785 0.0019
H 8.01305 11.39358 6.60740 0.0012
H 9.27604 10.38559 5.91615 0.0069
H 9.73852 11.56582 7.12926 0.0491
H 7.89713 9.16057 7.76028 -0.0101
H 8.98670 10.94427 9.96022 -0.0150
H 7.41217 10.13372 9.81234 -0.0020
H 7.76285 11.62105 8.86562 0.0088
H 10.84152 7.06345 9.96571 -0.0412
H 9.29624 7.87721 10.49649 0.0037
H 14.68884 7.70927 11.34535 -0.0030
H 15.92462 8.91595 11.13574 -0.0038
H 14.19482 6.99391 7.13509 0.0156
H 15.44741 4.91908 8.13958 -0.0001
H 16.15297 6.11665 9.30975 -0.0003
H 16.37920 6.34124 7.61759 -0.0003
H 13.29376 5.80628 9.81625 -0.0018
H 13.26899 4.99519 8.38613 0.0022
H 12.22289 6.33232 8.41751 0.0071
H 16.91356 7.96327 8.86816 -0.0058
H 16.55895 10.65074 9.88797 -0.0018
H 17.79040 10.59715 8.57455 0.0025
H 17.97091 9.56646 10.04420 0.0007
H 17.63983 8.71363 6.91109 -0.0012
H 16.57663 10.13547 6.77306 -0.0037
H 15.88016 8.59365 6.43762 0.0055
H 16.59260 10.41666 12.22527 0.0011
H 17.00346 12.08540 13.91568 0.0001
H 15.31497 13.51426 14.95778 0.0002
H 12.86219 12.65852 14.70327 0.0000
H 13.15746 8.76903 15.12291 0.0001
H 12.74100 6.37561 15.38476 -0.0001
H 11.14634 5.17708 13.76222 0.0000
H 10.07889 6.54957 11.93688 -0.0004
H 9.65889 9.76516 14.59200 -0.0001
H 8.36028 11.76050 15.41720 -0.0001
H 7.93694 13.55561 13.80625 0.0000
H 9.36547 13.87694 11.88608 0.0001
H 11.86037 14.05152 10.58974 0.0024
H 10.37558 13.43277 9.82891 -0.0022
H 12.39170 15.13938 7.28211 -0.0024
H 9.75075 13.34738 7.44961 0.0079
H 10.03438 14.45008 6.08722 0.0016
H 10.08411 15.17874 7.69509 0.0003
H 11.92555 12.65618 5.45605 0.0056
H 13.51665 13.09592 6.11972 0.0073
H 12.68878 14.23197 5.06656 0.0007
H 14.49492 13.78171 7.93478 -0.0200
H 14.23677 12.52693 10.76005 -0.0456
H 15.70498 13.47898 10.24126 -0.0013
H 15.21449 11.96088 9.36376 0.0151
H 13.67242 14.93052 10.69104 -0.0004
H 12.88936 15.63319 9.28095 -0.0003
H 14.70561 15.58673 9.39704 0.0007
H 13.10549 9.75849 5.44909 0.0075
H 8.41804 6.00629 7.19358 0.0108
H 8.28791 6.86412 8.75348 0.0058
H 9.53182 5.65853 8.39551 0.0136
H 11.05335 7.89299 5.65872 0.0066
H 9.35104 8.05318 5.24782 0.0457
H 9.95818 6.46828 5.62145 0.0187
O 13.16472 10.14167 6.29595 0.0303
```

## Properties
Total charge: 0
Gap between HOMO and LUMO (spin up / spin down) in eV: 6.3 / 6.2
E_HOMO (spin up / spin down) in eV: -6.082 / -6.213
Multiplicity: 4
DFT total energy in eV: -156917.992
LUMO level (spin up / spin down) in eV: 0.26 / -0.06



No. 6
DFT (wB97M-V/def2-TZVPD) results for 3 unconnected molecules or ions with the total composition C3H12NO2 in a non-equilibrium geometry.

XYZ file:
```
18
Properties=species:S:1:pos:R:3:lowdin_charge:R:1
C 0.64394 1.08751 -2.30965 -0.0238
C 0.52500 0.89854 -0.84073 -0.3306
C 0.89883 1.67324 0.16537 0.1078
N -0.05712 -0.41674 -0.38968 0.1898
H 1.59339 0.71439 -2.65858 0.0944
H -0.19147 0.61393 -2.84580 0.0920
H 0.38013 2.16100 -2.40789 0.1118
H 0.81449 1.47435 1.20052 0.0498
H 1.51792 2.52535 -0.10874 0.0981
H -0.93550 -0.59348 -0.88052 0.1627
H -0.26221 -0.45198 0.61102 0.1029
H 0.57129 -1.19477 -0.60070 0.1544
H -0.18071 -3.63010 0.73909 0.0775
H -1.51009 -3.12203 0.53627 0.0695
O -0.60214 -2.85410 0.32812 -0.0489
H -0.78912 -0.28062 2.85791 0.0636
H -1.52388 1.07797 2.76720 0.0724
O -0.83639 0.54254 2.35920 -0.0431
```

## Properties
Total charge: +1
Energy above the lowest of the compared OMol25 structures with the same formula, charge and spin in kJ/mol: 97.4
Gap between HOMO and LUMO in eV: 11.1
E_HOMO in eV: -14.258
DFT total energy in eV: -8883.865
LUMO level in eV: -3.18



Which formula does entry 1 have?
C2HCl4NO3



DFT total energy of number 1 (C2HCl4NO3)?
-59805.734 eV



Copy entry 2 word for word.
DFT (wB97M-V/def2-TZVPD) results for 3 unconnected molecules or ions with the total composition C17H22ClF3NS.

XYZ file:
```
45
Properties=species:S:1:pos:R:3:lowdin_charge:R:1
C 0.68180 0.44926 0.26627 0.0168
C -0.11480 -0.68960 0.83552 -0.3916
F -1.43343 -0.36493 0.93679 0.0153
N 0.31693 -1.04551 2.25324 -0.3692
S -0.43466 0.06759 3.44060 0.9617
C 0.12636 -2.51298 2.57037 -0.1785
C 1.36592 -3.31347 2.16128 -0.2366
C 2.29849 -3.56037 3.33258 -0.5182
Cl 2.83314 -1.97306 3.98753 0.6213
H 1.74163 0.38758 0.52782 0.1066
H 0.26155 1.39080 0.63309 0.0863
H 0.59707 0.42580 -0.81985 0.0789
H -0.06160 -1.61482 0.25759 0.1462
H 1.32301 -0.86273 2.30774 0.0670
H 0.72995 0.29181 4.06633 -0.0986
H -0.76976 -2.85276 2.04938 0.1393
H -0.05679 -2.56403 3.64353 0.1087
H 1.06541 -4.26326 1.71084 0.1323
H 1.93699 -2.78002 1.39132 0.1195
H 1.81058 -4.09761 4.14596 0.0884
H 3.19407 -4.09791 3.02733 0.0860
F -3.06678 4.24552 -1.68458 0.0657
C -2.71289 4.28236 -0.38722 -0.2833
C -2.40497 3.09553 0.24787 -0.0219
C -2.03831 3.14018 1.58586 -0.1050
C -1.98590 4.34996 2.26404 -0.0919
C -2.30442 5.52620 1.59849 -0.0723
C -2.67079 5.50092 0.26051 -0.0042
H -2.46344 2.16447 -0.30027 0.1120
H -1.78540 2.21859 2.09306 0.0441
H -1.70323 4.37936 3.30788 0.1012
H -2.27007 6.47178 2.12251 0.1100
H -2.92198 6.40392 -0.27834 0.1231
F 1.02924 -1.91745 -1.79618 0.0099
C 0.97009 -1.71041 -3.15056 -0.2718
C 1.28435 -0.46320 -3.64398 -0.0245
C 1.21464 -0.26838 -5.01701 -0.0691
C 0.83924 -1.30868 -5.85451 -0.0779
C 0.53384 -2.55352 -5.32192 -0.0677
C 0.59865 -2.76690 -3.95211 -0.0159
H 1.58839 0.33380 -2.97890 0.1078
H 1.45941 0.70060 -5.43007 0.1115
H 0.78766 -1.15003 -6.92257 0.1090
H 0.24276 -3.36622 -5.97326 0.1116
H 0.36803 -3.72817 -3.51399 0.1183
```

## Properties
Total charge: +1
Gap between HOMO and LUMO in eV: 8.0
E_HOMO in eV: -11.382
DFT total energy in eV: -50979.148
LUMO level in eV: -3.40



Repeat the third record exactly.
DFT (wB97M-V/def2-TZVPD) results for 2 unconnected molecules or ions with the total composition C17H19N in a non-equilibrium geometry.

XYZ file:
```
37
Properties=species:S:1:pos:R:3:lowdin_charge:R:1
C -2.27556 -1.65433 -1.31365 -0.2632
C -2.36298 -2.01554 -2.72148 -0.1391
C -1.88938 -0.23655 -1.16971 -0.1898
C -2.52134 0.60114 -0.25628 -0.0146
C -0.61279 0.45767 -1.50614 -0.0929
C -0.51512 1.70866 -0.71859 -0.1992
C 0.57229 0.18723 -2.20260 -0.0988
C 0.57566 2.59926 -0.87674 -0.0154
C 1.66725 0.94636 -2.38079 -0.1344
C 1.66295 2.18205 -1.71204 -0.1105
N -1.61683 1.68916 0.09284 0.0591
H -3.17631 -1.76806 -0.71063 0.1087
H -1.58585 -2.32253 -0.68277 0.1338
H -3.38093 -1.83622 -3.05883 0.0680
H -3.52151 0.62046 -0.15433 0.0757
H -2.05231 2.32926 0.80567 0.1668
H 0.50934 -0.80616 -2.74307 0.1220
H 0.67196 3.61370 -0.52634 0.0899
H 2.58715 0.97757 -3.08784 0.1362
H 2.46772 2.89480 -1.91306 0.0939
H -1.95336 -2.97293 -3.14499 0.0809
H -1.74471 -1.36484 -3.52811 0.1189
C -0.23382 -0.10023 3.98689 -0.0598
C 1.84006 0.58245 2.52918 -0.0760
C 0.71093 -0.22434 2.80299 -0.2484
C 2.72732 0.36630 1.47458 -0.1284
C 0.50112 -1.26354 1.80779 -0.0357
C 2.62620 -0.72562 0.65688 -0.1104
C 1.45060 -1.48709 0.76770 -0.0904
H 2.23691 1.33059 3.15927 0.0832
H 3.71196 1.05988 1.52318 0.1500
H -0.45262 -0.96648 4.59121 0.0666
H -1.18203 0.14980 3.51418 0.0676
H -0.31737 -2.08481 1.84321 0.1307
H 3.51436 -0.90738 0.04631 0.1067
H 1.25694 -2.26206 0.12446 0.0633
H 0.10413 0.70236 4.68165 0.0850
```

## Properties
Total charge: 0
Energy above the lowest of the compared OMol25 structures with the same formula, charge and spin in kJ/mol: 357.7
SMILES: CCc1c[nH]c2ccccc12.Cc1ccccc1
Gap between HOMO and LUMO in eV: 8.6
E_HOMO in eV: -7.808
DFT total energy in eV: -19424.195
LUMO level in eV: 0.75